1.
A structure of composition C21H24BBrCaCl4F3GaNO12S at a distorted geometry, computed with wB97M-V/def2-TZVPD.

Net charge   -1
HOMO-LUMO gap   1.51 eV
HOMO energy   -4.387 eV
DFT total energy   -258826.914 eV

Geometry (Å):
C1 -2.4874 1.5814 -2.5793
C2 -2.9549 0.2509 -2.3565
Ga1 -3.6958 -1.6284 -1.7510
Cl1 -3.4987 -1.6999 0.5663
O1 -5.5548 -1.8533 -2.1926
C3 -6.2291 -2.4302 -0.9974
C4 -7.7626 -2.9457 -1.2846
C5 -7.8708 -4.2319 -2.3050
O2 -8.3570 -3.3982 0.0147
B1 -2.5399 -3.1621 -2.5317
O3 -2.3000 -3.2271 -4.0168
N1 -1.8589 -4.2634 -1.7174
C6 -2.8749 -5.2385 -1.1657
C7 -0.9548 -3.6846 -0.6520
H1 -2.2483 2.7282 -2.3492
H2 -5.6195 -3.3114 -0.5268
H3 -6.2764 -1.5516 -0.1908
H4 -8.4836 -2.0839 -1.6776
H5 -6.8982 -4.2321 -2.9959
H6 -8.8288 -4.1965 -3.0014
H7 -7.8321 -5.2703 -1.7274
H8 -7.6517 -3.1766 0.7127
H9 -1.9442 -4.1628 -4.2134
H10 -3.8992 -5.0900 -1.7243
H11 -2.5393 -6.3626 -1.2892
H12 -3.1000 -5.0814 -0.0160
H13 -1.4107 -3.7107 0.4408
H14 0.0215 -4.3420 -0.6257
H15 -0.6700 -2.5881 -0.9899
C8 1.1684 3.2477 -3.0402
C9 2.4049 3.6361 -3.3664
C10 3.0987 4.6979 -2.6111
O4 4.2297 5.0554 -2.9102
C11 2.3741 5.3124 -1.4810
C12 1.1375 4.9241 -1.1548
C13 0.4437 3.8623 -1.9101
O5 -0.6873 3.5048 -1.6110
H16 0.6450 2.4710 -3.5842
H17 2.9500 3.1946 -4.1921
H18 2.8975 6.0892 -0.9370
H19 0.5924 5.3656 -0.3291
Ca1 -0.9288 2.8313 -3.9801
C14 7.2748 6.5004 2.3699
C15 6.4977 7.3712 1.7229
C16 6.0270 7.1057 0.3353
O6 5.2982 7.9157 -0.2266
C17 6.4684 5.8625 -0.3161
C18 7.2484 4.9935 0.3297
C19 7.6960 5.2463 1.7268
O7 8.3976 4.4202 2.3009
O8 7.6691 3.8246 -0.2775
O9 6.0999 8.5533 2.3199
H20 7.6223 6.6797 3.3795
H21 6.1337 5.6904 -1.3311
H22 8.2200 3.3657 0.3936
H23 5.5440 9.0092 1.6510
C20 -3.3481 -0.7789 4.8747
Cl2 -4.8525 0.0364 4.4149
Cl3 -2.8437 -1.9133 3.6105
Cl4 -2.0701 0.4066 5.1926
H24 -3.5294 -1.3443 5.7924
Br1 0.2712 -4.7957 1.3147
C21 3.3111 -4.6387 4.5273
F1 4.4453 -4.0345 4.0474
F2 3.3004 -4.3918 5.8768
F3 2.2610 -3.9235 4.0099
S1 3.2262 -6.4600 4.1176
O10 4.4132 -7.0594 4.7429
O11 3.2480 -6.5344 2.6503
O12 1.9645 -6.9365 4.7005

Mulliken atomic charge list, values in e, 4 entries: atom 1 (C): -0.549, atom 2 (C): -0.015, atom 3 (Ga): 0.289, atom 4 (Cl): -0.362

---

2.
A structure of composition C2H6NO5S2 at a distorted geometry, computed with wB97M-V/def2-TZVPD.

Net charge   -1
Relative energy (zero: lowest compared OMol25 entry of this formula, charge and spin)   1.021 eV
HOMO-LUMO gap   7.98 eV
HOMO energy   -4.993 eV
DFT total energy   -35568.982 eV

Geometry (Å):
C1 0.6899 -1.5579 0.5696
C2 0.1534 -0.5431 -0.2768
N1 1.7032 1.7564 -0.7679
O1 -2.6258 0.5630 0.6044
O2 -0.6867 2.0097 -0.6139
O3 0.4533 1.5517 1.5577
O4 -2.3323 -1.8267 0.6339
O5 -2.6502 -0.6770 -1.5009
S1 0.2918 1.2823 0.1357
S2 -2.2352 -0.5941 -0.1362
H1 0.6282 -2.4573 -0.0595
H2 1.8010 -1.4796 0.7182
H3 0.1950 -1.6620 1.4803
H4 0.4914 -0.7667 -1.2884
H5 1.6987 2.6714 -1.0998
H6 2.4245 1.7299 0.0436

natural (NBO) atomic charge list, values in e, 4 entries: atom 1 (C): -0.652, atom 2 (C): -0.654, atom 3 (N): -1.065, atom 4 (O): -0.954

---

3.
A structure of composition C3H2InO2 at a distorted geometry, computed with wB97M-V/def2-TZVPD.

Expectation value of S²   0.778
2S+1   2
Net charge   +2
Relative energy (zero: lowest compared OMol25 entry of this formula, charge and spin)   0.000 eV
HOMO-LUMO gap (spin up / spin down)   7.54 / 5.04 eV
HOMO energy (spin up / spin down)   -19.101 / -19.047 eV
DFT total energy   -12387.889 eV

Geometry (Å):
H1 -2.3166 0.8826 0.1552
O1 -0.2896 1.4118 -0.0659
O2 1.7010 -0.4454 0.1709
C1 -1.3249 0.6173 -0.2349
C2 -0.7682 -0.6806 -0.2026
C3 0.5501 -0.2598 -0.0032
H2 -1.1939 -1.5998 0.1939
In1 3.6422 0.0739 -0.0134

natural (NBO) atomic charge list, values in e, 4 entries: atom 1 (H): 0.299, atom 2 (O): -0.270, atom 3 (O): -0.526, atom 4 (C): 0.391

---

4.
A structure of composition C2H10B2N2 at a distorted geometry, computed with wB97M-V/def2-TZVPD.

Net charge   0
Relative energy (zero: lowest compared OMol25 entry of this formula, charge and spin)   3.665 eV
HOMO-LUMO gap   8.96 eV
HOMO energy   -8.977 eV
DFT total energy   -6566.387 eV

Geometry (Å):
B1 1.7386 1.1889 -0.1893
B2 -1.8857 1.1990 0.0876
C1 0.6671 -0.8523 0.6915
C2 -0.7103 -1.2393 0.0534
N1 1.4311 -0.1760 -0.2308
N2 -1.2314 -0.3372 -0.9042
H1 2.0268 1.6202 -1.1694
H2 1.4762 1.8282 0.7673
H3 -1.9418 2.2147 -0.3082
H4 -2.6112 0.8264 0.8633
H5 1.1670 -1.7761 0.9724
H6 0.5060 -0.1944 1.5924
H7 -0.3941 -2.1670 -0.3199
H8 -1.4762 -1.4533 0.7052
H9 1.7632 -0.7749 -1.0585
H10 -0.5253 0.0931 -1.5527

natural (NBO) atomic charge list, values in e, 4 entries: atom 1 (B): 0.409, atom 2 (B): 0.609, atom 3 (C): -0.214, atom 4 (C): -0.244